Here is a structure of composition C23H15N6O9STi from the Open Molecules 2025 dataset. Energies are from ωB97M-V/def2-TZVPD.

Cartesian coordinates (Å):
Ti: -0.08 -0.56 0.36
N: -0.61 2.40 -2.86
C: -0.36 1.26 -2.15
S: 0.83 1.36 -0.88
N: -0.97 0.17 -2.49
N: -0.54 -0.88 -1.71
C: -0.50 -2.04 -2.25
C: 0.09 -3.21 -1.63
C: -0.08 -4.45 -2.25
C: 0.53 -5.59 -1.77
C: 1.35 -5.49 -0.64
C: 1.54 -4.28 -0.01
C: 0.91 -3.13 -0.48
O: 1.10 -1.97 0.15
H: -0.42 3.27 -2.40
H: -1.42 2.37 -3.46
H: -0.87 -2.13 -3.27
H: -0.71 -4.50 -3.13
H: 0.38 -6.54 -2.26
H: 1.84 -6.38 -0.25
H: 2.17 -4.19 0.86
O: -5.21 4.26 1.68
C: -4.19 4.10 2.36
O: -3.76 4.67 3.37
C: -3.27 2.95 1.85
C: -3.62 2.20 0.74
C: -2.78 1.20 0.28
N: -1.61 0.94 0.87
C: -1.27 1.66 1.96
C: -2.06 2.66 2.47
C: 0.06 1.27 2.55
O: 0.58 1.82 3.48
O: 0.61 0.23 1.91
H: -4.57 2.42 0.25
H: -3.03 0.59 -0.58
H: -1.76 3.23 3.35
O: -2.91 -2.69 -0.68
C: -2.69 -2.21 0.41
O: -1.52 -1.72 0.77
C: -3.76 -2.10 1.46
C: -3.51 -1.53 2.70
C: -4.52 -1.44 3.64
C: -5.77 -1.93 3.31
C: -6.05 -2.50 2.08
C: -5.03 -2.58 1.15
N: -6.85 -1.87 4.32
O: -7.95 -2.24 3.98
O: -6.57 -1.45 5.42
H: -2.52 -1.17 2.94
H: -4.35 -1.00 4.61
H: -7.04 -2.87 1.87
H: -5.20 -3.02 0.18
N: 0.71 -1.52 4.34
C: -0.44 -1.63 4.45
H: 1.62 -1.18 4.12

Computed properties:
- ΔE to the lowest compared entry with this formula, charge and spin: 0.0 kcal/mol
- Total charge: -1
- Kohn-Sham gap: 6.851 eV
- HOMO: -5.658 eV



Here is the ion C4H11NS with charge +1 at a distorted geometry from the Open Molecules 2025 dataset. Energies are from ωB97M-V/def2-TZVPD.

Cartesian coordinates (Å):
C: 1.02 -0.67 0.75
C: 1.63 0.23 -0.44
S: 3.05 -0.55 -1.25
C: -0.30 -0.13 0.90
N: -1.07 -0.29 -0.30
C: -2.45 0.06 -0.13
H: 1.63 -0.47 1.64
H: 1.02 -1.66 0.37
H: 0.93 0.41 -1.22
H: 1.93 1.17 0.05
H: 3.01 0.50 -2.10
H: -0.27 0.99 1.10
H: -0.84 -0.56 1.75
H: -0.67 0.12 -1.22
H: -3.10 -0.18 -0.95
H: -2.82 -0.15 0.96
H: -2.69 1.18 0.09

Computed properties:
- ΔE to the lowest compared entry with this formula, charge and spin: 38.1 kcal/mol
- Total charge: +1
- Kohn-Sham gap (spin up / spin down): 9.382 / 4.380 eV
- HOMO (spin up / spin down): -12.723 / -12.625 eV
- Spin multiplicity: 2



Here is an isolated molecule of C21H22N2O6 from the Open Molecules 2025 dataset. Energies are from ωB97M-V/def2-TZVPD.

Cartesian coordinates (Å):
C: 1.76 -2.78 -0.93
O: 0.58 -2.73 -1.69
C: -0.09 -1.56 -1.79
C: 0.31 -0.37 -1.19
C: -0.46 0.78 -1.36
C: -0.15 2.08 -0.73
O: -0.65 3.13 -1.09
N: 0.78 2.04 0.28
C: 0.92 3.13 1.22
C: 0.42 2.76 2.62
C: 1.08 1.51 3.10
C: 2.23 1.42 3.82
N: 2.57 0.10 4.00
C: 1.64 -0.69 3.39
C: 1.56 -2.07 3.28
C: 0.50 -2.60 2.58
C: -0.47 -1.77 2.00
C: -0.40 -0.40 2.11
C: 0.67 0.16 2.80
C: 2.39 3.58 1.28
O: 2.87 4.15 2.21
O: 3.10 3.29 0.18
C: -1.61 0.73 -2.14
C: -2.03 -0.45 -2.74
O: -3.17 -0.53 -3.49
C: -3.91 0.65 -3.72
C: -1.27 -1.62 -2.57
O: -1.53 -2.86 -3.06
C: -2.53 -3.08 -4.02
H: 2.10 -3.81 -0.99
H: 2.53 -2.12 -1.34
H: 1.57 -2.52 0.12
H: 1.23 -0.35 -0.63
H: 0.98 1.13 0.68
H: 0.34 3.98 0.81
H: -0.67 2.63 2.58
H: 0.65 3.58 3.29
H: 2.83 2.21 4.22
H: 3.37 -0.22 4.51
H: 2.31 -2.71 3.73
H: 0.41 -3.67 2.47
H: -1.29 -2.22 1.46
H: -1.16 0.22 1.67
H: 2.53 2.84 -0.47
H: -2.16 1.64 -2.25
H: -3.30 1.41 -4.23
H: -4.73 0.36 -4.37
H: -4.31 1.07 -2.79
H: -2.43 -4.13 -4.30
H: -2.38 -2.45 -4.91
H: -3.53 -2.90 -3.62

Computed properties:
- ΔE to the lowest compared entry with this formula, charge and spin: 39.8 kcal/mol
- SMILES: COc1cc(C(=O)N[C@@H](Cc2c[nH]c3ccccc23)C(=O)O)cc(OC)c1OC
- Kohn-Sham gap: 8.759 eV
- HOMO: -8.159 eV



Here is an isolated molecule of C5H8N2OS at a distorted geometry from the Open Molecules 2025 dataset. Energies are from ωB97M-V/def2-TZVPD.

Cartesian coordinates (Å):
C: -0.82 1.37 0.58
C: -0.72 2.31 -0.46
C: -0.42 0.06 0.50
C: -0.41 -0.89 1.70
C: 0.66 -1.69 -0.87
N: -0.13 2.13 -1.59
N: 0.16 -0.39 -0.62
O: 2.13 1.00 -1.62
S: 0.73 0.79 -1.93
H: -1.29 1.74 1.55
H: -1.11 3.22 -0.24
H: -0.95 -1.96 1.52
H: -0.97 -0.32 2.44
H: 0.56 -1.26 1.98
H: 1.43 -1.57 -1.57
H: 1.10 -2.22 0.03
H: 0.06 -2.32 -1.41

Computed properties:
- ΔE to the lowest compared entry with this formula, charge and spin: 77.5 kcal/mol
- Kohn-Sham gap: 8.887 eV
- HOMO: -8.544 eV